{
  "formula": "C2H2Cl3FSi",
  "method": "wB97M-V/def2-TZVPD",
  "species": ["C", "C", "F", "Si", "Cl", "Cl", "Cl", "H", "H"],
  "positions_angstrom": [[-1.4694, -0.2595, -0.6429], [-0.4496, -0.4837, 0.2109], [-0.6468, -1.4680, 1.1182], [1.2207, 0.3708, 0.3759], [1.4274, 1.3961, 2.0497], [2.5289, -1.0615, 0.0862], [1.2340, 1.6145, -1.2343], [-1.4735, 0.6530, -1.1721], [-2.3716, -0.7615, -0.7916]],
  "e_tot_ha": -1847.4725,
  "e_homo_ev": -10.1,
  "e_above_lowest_kcal_mol": 0.0,
  "gap_ha": 0.39229
}

***

{
  "formula": "C4H3F2N",
  "method": "wB97M-V/def2-TZVPD",
  "species": ["N", "C", "C", "F", "C", "C", "F", "H", "H", "H"],
  "positions_angstrom": [[0.7199, 2.6258, -0.1424], [1.1182, 1.4524, 0.1674], [1.2335, 0.0497, -0.0319], [2.4833, -0.2837, -0.1002], [0.2148, -0.8647, -0.1384], [-1.3329, -0.3798, 0.0197], [-1.4975, 0.9750, -0.1373], [0.3793, -1.8954, -0.0989], [-1.4319, -0.5747, 1.1461], [-1.8868, -1.1047, -0.6840]],
  "e_tot_ha": -408.5880,
  "e_homo_ev": -9.9,
  "e_above_lowest_kcal_mol": 61.3,
  "gap_ha": 0.35299
}

***

{
  "formula": "C21H28ClEuF3N2O5S",
  "method": "wB97M-V/def2-TZVPD",
  "species": ["Eu", "Cl", "N", "N", "C", "C", "C", "C", "C", "C", "H", "H", "H", "H", "H", "H", "C", "C", "C", "C", "H", "H", "H", "H", "H", "H", "O", "H", "H", "O", "H", "H", "C", "C", "C", "H", "H", "C", "C", "H", "C", "C", "C", "C", "H", "C", "H", "H", "H", "H", "H", "H", "H", "H", "F", "C", "F", "F", "S", "O", "O", "O"],
  "positions_angstrom": [[1.4170, 0.7421, 1.3719], [3.4842, 0.4195, 3.9665], [1.3858, -1.5463, -0.9915], [-0.9430, 1.7693, 1.6394], [2.4514, -1.1842, -1.6396], [-1.0632, 2.9100, 1.0336], [1.1113, -2.9721, -1.3013], [2.3947, -3.4084, -1.9967], [-0.0742, -3.0669, -2.2360], [0.8417, -3.7869, -0.0574], [0.1252, -2.5185, -3.1631], [-0.9454, -2.6297, -1.7441], [-0.2673, -4.1183, -2.4754], [1.6692, -3.7235, 0.6551], [0.6910, -4.8353, -0.3521], [-0.0667, -3.4352, 0.4292], [-2.2135, 1.4698, 2.3628], [-3.0617, 2.6920, 2.0589], [-1.9601, 1.3331, 3.8564], [-2.8491, 0.2169, 1.8016], [-3.1459, 0.3929, 0.7613], [-3.7338, -0.0257, 2.3986], [-2.1424, -0.6118, 1.8443], [-1.5741, 2.2777, 4.2643], [-1.2481, 0.5283, 4.0650], [-2.9118, 1.0780, 4.3395], [-2.2343, 3.5143, 1.1455], [-3.2952, 3.3033, 2.9408], [-3.9921, 2.4799, 1.5243], [3.0874, -2.1423, -2.3055], [2.2572, -3.9461, -2.9407], [3.0572, -3.9919, -1.3433], [2.9204, 0.2294, -1.7941], [-0.0320, 3.5542, 0.1541], [0.2250, 2.6865, -1.0203], [0.8800, 3.6083, 0.7794], [-0.4035, 4.5368, -0.1880], [1.1910, 1.7175, -0.9083], [1.7028, 1.0565, -1.9855], [2.1614, 0.1261, 3.7407], [1.0317, 1.1690, -3.2337], [-0.0786, 2.0195, -3.3324], [1.4658, 0.3369, -4.3889], [-0.4784, 2.8051, -2.2429], [-0.6644, 2.0480, -4.2686], [-1.6269, 3.7487, -2.3295], [-2.0900, 3.6276, -3.3146], [-1.3333, 4.7989, -2.2014], [-2.3805, 3.5304, -1.5651], [2.5457, 0.3616, -4.5632], [0.9408, 0.7053, -5.2771], [1.1706, -0.7119, -4.2495], [3.5740, 0.3131, -2.6930], [3.3976, 0.5058, -0.8356], [-0.2179, -3.5072, 4.7257], [-0.6000, -3.1513, 3.4832], [-0.5373, -4.2254, 2.6588], [-1.8799, -2.7101, 3.5170], [0.5588, -1.8160, 2.9595], [0.4434, -0.7431, 3.9539], [1.8314, -2.4770, 2.8367], [0.0307, -1.3275, 1.6700]],
  "spin_multiplicity": 7,
  "e_tot_ha": -3170.9717,
  "e_homo_ev": [-0.1, -2.6],
  "charge": -1,
  "s_squared": 12.011,
  "e_above_lowest_kcal_mol": 0.0,
  "gap_ha": [0.10030, 0.18973]
}